{"formula": "C3H34N2O16", "method": "wB97M-V/def2-TZVPD", "symbols": ["O", "C", "C", "N", "C", "N", "O", "H", "H", "H", "H", "H", "H", "H", "H", "O", "H", "H", "O", "H", "H", "O", "H", "H", "O", "H", "H", "O", "H", "H", "O", "H", "H", "O", "H", "H", "O", "H", "H", "O", "H", "H", "O", "H", "H", "O", "H", "H", "O", "H", "H", "O", "H", "H", "O"], "xyz": [[-3.3702, 0.9942, 0.9910], [-2.5453, 1.6510, 1.5740], [-1.2277, 1.9609, 0.8707], [-0.7767, 0.9519, -0.1001], [-0.9133, -0.3625, 0.1284], [-4.8981, -1.3871, -1.3137], [-0.7465, -1.1669, -0.7204], [-2.8276, 2.0422, 2.4595], [-1.4475, 2.9571, 0.3651], [-0.2799, 2.0094, 1.5588], [-0.6457, 1.2681, -1.0769], [-4.4433, -1.5488, -0.3911], [-5.0201, -0.4387, -1.5291], [-0.3260, -2.9942, 0.3927], [1.0110, -2.7989, 0.9046], [0.1603, -2.9366, 1.2181], [3.0462, -0.1954, -2.7716], [4.2988, -0.4160, -1.8867], [3.8289, 0.1231, -2.3568], [-0.4058, -1.3809, 1.7092], [-2.8338, -1.7411, 2.7687], [-1.0356, -0.6255, 1.4566], [2.1275, 2.8773, 3.8819], [1.9036, 1.4518, 4.1389], [2.0139, 2.0303, 3.4252], [-2.8977, -0.4893, -1.6391], [-2.7839, 1.0452, -1.9299], [-2.7191, 0.1706, -2.3407], [3.3849, -1.0139, 3.4425], [1.8507, -1.1220, 2.9480], [2.6693, -1.5320, 3.0945], [-3.4595, -0.4642, 1.9784], [-4.2433, -1.8324, -1.9242], [-3.5938, -1.2135, 2.6135], [1.3272, -3.5700, -2.1546], [2.1341, -3.4265, -0.9930], [2.0780, -3.9447, -1.8133], [1.4451, 3.1207, -1.0273], [2.1682, 2.2741, -2.1349], [1.3694, 2.4666, -1.7646], [-0.1145, 2.1506, -2.9953], [-0.7774, 3.4462, -2.9524], [-1.0317, 2.5670, -2.8769], [3.1279, -2.3404, 1.6853], [3.6101, -3.5952, 1.1460], [3.0454, -2.9305, 0.8329], [2.4528, 2.5527, 1.5462], [1.0472, 3.0549, 0.8289], [1.9075, 3.2896, 1.2859], [-0.3521, -0.7687, -4.0293], [-1.6080, -1.1174, -3.4205], [-0.9400, -1.5296, -3.6702], [2.4295, 0.7320, -0.5091], [1.4777, 0.9559, 0.6134], [2.3489, 0.7394, 0.4630]], "atomic_forces_ev_per_a": [[-0.2, -0.2, -0.5], [0.9, -1.4, -3.9], [2.3, 0.3, 0.7], [-1.1, 2.5, -0.9], [1.1, 0.7, 1.7], [0.5, -2.3, 1.9], [0.0, -2.2, -1.5], [-0.3, 1.7, 3.5], [0.7, -1.1, 0.4], [-2.4, 0.7, -0.3], [-0.5, -0.5, 0.9], [-1.0, 0.7, -0.6], [0.1, 1.3, -0.2], [-0.6, 0.1, -0.2], [3.3, 0.1, -0.6], [-2.3, -0.4, 1.2], [-0.4, -1.2, -0.1], [3.7, -5.6, 4.1], [-3.5, 6.8, -3.9], [-1.2, 0.2, -1.0], [1.2, -0.2, -0.3], [0.7, -0.1, 0.7], [-0.1, 0.0, -0.5], [-0.2, -1.7, 1.6], [0.3, 1.2, -0.5], [0.1, 0.8, -0.4], [0.0, -0.4, -0.2], [-0.1, 0.0, 0.2], [-0.2, 1.0, 0.1], [-1.2, 1.5, -0.1], [1.6, -2.3, 0.2], [0.3, -1.5, 1.0], [0.0, -0.1, -1.0], [-1.8, 1.3, -0.4], [-3.2, 1.2, -2.0], [0.7, -0.4, 0.1], [2.5, -0.6, 1.9], [0.7, -0.8, -1.1], [3.9, -0.4, -1.2], [-3.6, 1.3, 2.1], [-2.0, 0.6, 0.4], [0.3, 2.8, -0.2], [1.2, -3.3, -0.2], [-0.8, -0.7, -2.0], [1.2, -2.2, 0.0], [-0.5, 2.8, 1.7], [-0.4, -0.9, -0.4], [2.0, -0.2, 1.4], [-1.8, 2.1, -1.5], [-1.5, -2.2, 0.9], [-9.8, 5.9, 3.9], [11.4, -3.8, -5.0], [0.1, -0.1, 0.6], [-3.2, 0.6, 0.4], [3.2, -1.2, -0.9]], "de_lowest_kj_mol": 425.4, "homo_energy_ev": -9.572, "spin_multiplicity": 1, "total_energy_ev": -39400.3654, "homo_lumo_gap_ev": 9.21}